The following is a DFT calculation (the ωB97M-V functional and the def2-TZVPD basis) of 3 unconnected molecules or ions with the total composition C25H57N4O at a distorted geometry.

Computed properties:
- Relative energy (zero: lowest compared OMol25 entry of this formula, charge and spin): 0.0000 eV
- Multiplicity: 2
- ⟨S²⟩: 0.75
- HOMO-LUMO gap (spin up / spin down): 8.829 / 8.335 eV
- HOMO (spin up / spin down): -8.18 / -8.18 eV

Each line ends with the Mulliken spin population.
Atoms and positions in Å:
C1 0.679 -0.796 0.964  0.00
C2 0.174 -0.048 -0.340  0.00
C3 1.002 -0.624 -1.542  0.00
C4 1.983 0.328 -2.301  0.00
C5 3.478 0.035 -1.876  0.00
N1 3.928 0.768 -0.702  0.00
C6 0.286 1.470 -0.028  0.01
C7 -0.809 2.421 -0.614  0.03
C8 -1.009 3.537 0.484  0.02
C9 -0.275 3.225 -1.871  0.02
N2 -2.134 1.826 -0.810  0.33
O1 -2.933 2.620 -1.424  0.57
C10 -2.141 0.467 -1.359  0.01
C11 -3.643 -0.029 -1.266  0.01
C12 -1.810 0.402 -2.895  0.03
C13 -1.321 -0.552 -0.519  0.01
H1 1.657 -0.379 1.276  0.00
H2 -0.095 -0.625 1.737  0.00
H3 0.756 -1.886 0.794  0.00
H4 1.608 -1.475 -1.163  0.00
H5 0.337 -1.081 -2.302  0.00
H6 1.739 1.399 -2.268  0.00
H7 1.944 0.037 -3.375  0.00
H8 3.624 -1.056 -1.777  0.00
H9 4.091 0.330 -2.753  0.00
H10 3.986 1.761 -0.860  0.00
H11 3.411 0.534 0.131  0.00
H12 1.264 1.920 -0.282  0.00
H13 0.219 1.572 1.078  0.00
H14 -1.639 4.343 0.060  0.00
H15 -1.580 3.124 1.336  -0.02
H16 -0.055 4.003 0.778  0.00
H17 -0.610 4.274 -1.754  -0.01
H18 -0.701 2.878 -2.822  0.01
H19 0.829 3.278 -1.875  0.00
H20 -4.176 0.286 -2.183  0.00
H21 -4.150 0.361 -0.370  -0.01
H22 -3.641 -1.137 -1.276  0.00
H23 -1.948 -0.620 -3.280  0.00
H24 -0.767 0.748 -3.014  -0.01
H25 -2.440 1.129 -3.441  0.00
H26 -1.302 -1.536 -1.022  0.00
H27 -1.790 -0.712 0.473  0.00
C14 -0.384 -3.805 -4.732  0.00
C15 -0.107 -5.285 -4.503  0.00
N3 1.151 -5.534 -3.821  0.00
C16 1.570 -6.928 -3.867  0.00
C17 0.689 -7.962 -3.162  0.00
C18 1.321 -4.865 -2.542  0.00
C19 0.277 -5.128 -1.454  0.00
H28 0.451 -3.326 -5.247  0.00
H29 -1.275 -3.687 -5.352  0.00
H30 -0.565 -3.274 -3.795  0.00
H31 -0.069 -5.765 -5.485  0.00
H32 -0.961 -5.730 -3.971  0.00
H33 2.589 -7.006 -3.476  0.00
H34 1.651 -7.216 -4.920  0.00
H35 0.783 -7.904 -2.079  0.00
H36 1.002 -8.968 -3.454  0.00
H37 -0.364 -7.860 -3.429  0.00
H38 1.353 -3.785 -2.726  0.00
H39 2.313 -5.097 -2.143  0.00
H40 -0.745 -5.060 -1.829  0.00
H41 0.381 -4.382 -0.660  0.00
H42 0.413 -6.104 -0.990  0.00
C20 -2.301 5.212 4.395  0.00
C21 -1.614 3.932 4.852  0.00
N4 -0.187 3.919 4.581  0.00
C22 0.417 2.602 4.727  0.00
C23 0.415 1.964 6.119  0.00
C24 0.580 5.025 5.132  0.00
C25 0.522 5.255 6.644  0.00
H43 -2.092 5.414 3.343  0.00
H44 -3.381 5.113 4.511  0.00
H45 -1.987 6.076 4.984  0.00
H46 -2.077 3.103 4.307  0.00
H47 -1.835 3.767 5.916  0.00
H48 1.446 2.639 4.356  0.00
H49 -0.103 1.920 4.044  0.00
H50 1.138 2.438 6.782  0.00
H51 0.701 0.912 6.038  0.00
H52 -0.568 1.999 6.589  0.00
H53 0.251 5.944 4.638  0.00
H54 1.626 4.918 4.830  0.00
H55 -0.498 5.220 7.031  0.00
H56 0.923 6.244 6.879  0.00
H57 1.125 4.532 7.191  0.00

Forces on the atoms, in the same order (eV/Å):
-0.417 0.526 -0.572
-0.017 -1.760 0.788
0.236 0.541 -0.472
0.743 -1.633 -0.407
-0.770 1.072 -1.028
0.541 -0.775 -0.196
-0.955 -0.208 0.250
1.636 2.180 1.228
-0.762 0.015 -0.536
-0.657 0.308 0.320
1.261 -0.071 -1.758
-0.380 -0.036 0.575
-2.558 -2.598 -0.388
0.481 -0.029 -0.595
0.807 1.102 0.895
0.992 1.640 0.009
-0.459 -0.376 0.035
0.698 -0.047 -0.043
0.047 0.506 0.075
-0.315 0.448 -0.181
0.181 0.348 0.528
0.115 -0.420 0.199
-0.135 0.250 0.514
-0.102 0.496 0.240
-0.006 -0.044 0.651
-0.210 0.045 0.114
-0.092 0.216 0.016
-0.400 -0.521 0.024
-0.058 -0.169 -0.561
0.248 -0.429 0.185
0.632 0.148 -0.126
-0.293 -0.432 0.065
0.077 -0.569 -0.229
0.465 -0.021 0.282
-0.548 -0.312 -0.151
0.026 0.024 0.673
0.198 -0.229 -0.341
-0.062 0.545 0.181
0.091 0.410 0.179
-0.370 -0.506 -0.359
0.123 -0.500 0.310
-0.102 0.484 0.139
0.067 0.319 -0.488
-0.046 0.041 0.072
-0.045 0.166 0.011
0.281 -0.176 -0.064
0.026 -0.106 -0.173
0.085 -0.149 0.073
-0.043 0.355 0.063
0.033 0.013 0.202
0.024 -0.033 0.058
0.004 -0.019 0.030
0.021 0.014 -0.030
0.122 -0.145 0.102
-0.098 0.005 -0.037
-0.040 0.146 0.077
-0.084 0.118 -0.021
-0.084 0.025 0.000
-0.009 0.033 -0.011
0.010 0.032 0.013
-0.069 -0.036 -0.077
-0.013 -0.173 -0.158
0.027 -0.011 -0.033
0.003 -0.003 -0.028
-0.107 -0.012 -0.038
0.015 0.070 0.059
-0.071 0.168 -0.022
0.246 -0.238 -0.179
-0.074 -0.154 -0.117
0.144 -0.128 0.040
-0.094 0.340 -0.056
0.147 0.056 0.118
0.055 -0.018 0.032
0.026 -0.009 0.020
-0.010 -0.004 -0.041
0.193 -0.106 0.038
-0.095 -0.009 0.037
-0.012 0.162 0.032
-0.106 0.096 -0.004
-0.070 0.028 0.044
-0.021 0.026 -0.013
0.008 0.036 -0.010
-0.094 -0.065 0.001
-0.065 -0.207 -0.033
0.001 -0.022 -0.035
-0.019 -0.016 -0.024
-0.099 -0.028 0.036

The following is a DFT calculation (the ωB97M-V functional and the def2-TZVPD basis) of C4H3NO2 in the gas phase at a distorted geometry.

Computed properties:
- Relative energy (zero: lowest compared OMol25 entry of this formula, charge and spin): 6.0192 eV
- Multiplicity: 1
- HOMO-LUMO gap: 10.868 eV
- SMILES string: O=C1ON1C1C=C1
- HOMO: -10.15 eV

Each line ends with the Mulliken charge.
Atoms and positions in Å:
C1 -1.069 -0.861 0.056  -0.34
C2 -1.351 0.186 -0.707  -0.16
C3 1.812 -0.111 0.076  0.89
C4 -0.445 0.504 0.472  -0.30
N1 0.939 0.753 0.597  -0.31
O1 2.295 -1.153 0.052  -0.44
O2 1.749 0.981 -0.608  -0.34
H1 -1.469 -1.856 0.432  0.30
H2 -1.603 0.610 -1.743  0.30
H3 -0.859 0.947 1.373  0.39

Forces on the atoms, in the same order (eV/Å):
-1.488 1.187 -0.131
1.890 -0.662 -0.978
-0.215 0.518 -0.248
-2.568 -1.306 0.637
-0.659 0.412 2.536
1.459 -3.109 0.230
0.901 1.880 -3.043
1.177 1.450 -0.755
-0.015 -0.730 2.095
-0.482 0.361 -0.343